# 1
{
  "formula": "C5H5N",
  "method": "ωB97M-V/def2-TZVPD",
  "multiplicity": 1,
  "homo_energy_ev": -8.816,
  "relative_energy_kj_mol": 541.3,
  "smiles": "C#CC=C=CN",
  "elements": ["C", "C", "C", "C", "C", "N", "H", "H", "H", "H", "H"],
  "positions_angstrom": [[3.624, -0.267, 0.072], [2.450, -0.074, 0.139], [0.920, 0.418, -0.062], [-0.437, 0.424, 0.403], [-1.726, 0.362, 0.477], [-2.608, -0.624, 0.031], [4.648, -0.670, 0.077], [0.702, 0.892, -1.129], [-2.124, 1.099, 1.201], [-2.133, -1.359, -0.596], [-3.316, -0.203, -0.615]]
}

=====

# 2
{
  "formula": "C5H5N",
  "method": "ωB97M-V/def2-TZVPD",
  "multiplicity": 1,
  "homo_energy_ev": -9.155,
  "relative_energy_kj_mol": 412.2,
  "elements": ["C", "C", "C", "C", "C", "N", "H", "H", "H", "H", "H"],
  "positions_angstrom": [[0.802, -0.249, 1.367], [-0.463, 0.014, 0.635], [-0.616, 0.096, -0.720], [-1.845, 0.702, -1.137], [0.492, -0.256, -1.587], [1.357, -0.564, -2.294], [0.874, 0.388, 2.253], [0.799, -1.287, 1.723], [1.682, -0.109, 0.735], [-1.372, 0.204, 1.203], [-1.710, 1.062, -2.177]]
}

=====

# 3
{
  "formula": "C5H5N",
  "method": "ωB97M-V/def2-TZVPD",
  "multiplicity": 1,
  "homo_energy_ev": -9.728,
  "relative_energy_kj_mol": 173.5,
  "smiles": "C=CC(=C)C#N",
  "elements": ["C", "C", "C", "C", "C", "N", "H", "H", "H", "H", "H"],
  "positions_angstrom": [[-1.274, -1.353, -0.070], [-0.923, -0.070, 0.054], [0.484, 0.418, 0.023], [0.778, 1.726, -0.017], [1.507, -0.656, 0.090], [2.250, -1.572, 0.008], [-0.391, -2.020, -0.267], [-2.354, -1.670, 0.104], [-1.697, 0.648, 0.376], [1.733, 2.182, -0.130], [-0.112, 2.367, -0.173]]
}

=====

# 4
{
  "formula": "C5H5N",
  "method": "ωB97M-V/def2-TZVPD",
  "multiplicity": 1,
  "homo_energy_ev": -7.269,
  "relative_energy_kj_mol": 665.9,
  "elements": ["C", "C", "C", "N", "C", "C", "H", "H", "H", "H", "H"],
  "positions_angstrom": [[0.434, -0.523, 1.035], [0.831, 0.633, 0.501], [0.176, 1.217, -0.660], [-0.816, 0.676, -1.253], [-1.877, 0.223, -1.690], [-0.259, -1.573, 1.504], [0.922, -0.948, 2.044], [1.666, 1.172, 0.932], [0.547, 2.157, -1.057], [-1.754, -0.488, -2.522], [0.130, -2.546, 1.166]]
}

=====

# 5
{
  "formula": "C5H5N",
  "method": "ωB97M-V/def2-TZVPD",
  "multiplicity": 1,
  "homo_energy_ev": -10.094,
  "relative_energy_kj_mol": 366.9,
  "smiles": "C#CC#N.C=C",
  "elements": ["C", "C", "C", "N", "H", "C", "C", "H", "H", "H", "H"],
  "positions_angstrom": [[-1.653, -1.742, -0.974], [-1.584, -0.884, -0.128], [-1.777, 0.085, 0.818], [-1.874, 0.932, 1.558], [-1.666, -2.283, -1.807], [1.208, 0.543, 0.745], [1.651, 0.715, -0.509], [1.001, 1.489, 1.244], [0.907, -0.454, 1.051], [1.861, 1.693, -0.806], [1.928, -0.092, -1.192]]
}

=====

# 6
{
  "formula": "C5H5N",
  "method": "ωB97M-V/def2-TZVPD",
  "multiplicity": 1,
  "homo_energy_ev": -10.466,
  "relative_energy_kj_mol": 181.8,
  "smiles": "CCC#CC#N",
  "elements": ["C", "C", "C", "C", "C", "N", "H", "H", "H", "H", "H"],
  "positions_angstrom": [[1.023, 1.406, 0.090], [0.600, 0.238, -0.810], [-0.414, -0.612, -0.186], [-1.233, -1.319, 0.349], [-2.148, -2.158, 0.959], [-2.902, -2.875, 1.474], [1.418, 1.039, 1.041], [0.179, 2.068, 0.304], [1.802, 1.991, -0.407], [1.469, -0.386, -1.051], [0.206, 0.610, -1.763]]
}

=====

# 7
{
  "formula": "C5H5N",
  "method": "ωB97M-V/def2-TZVPD",
  "multiplicity": 1,
  "homo_energy_ev": [-8.345, -8.345],
  "relative_energy_kj_mol": 610.8,
  "smiles": "C1=C2N=C2CC1",
  "elements": ["C", "C", "N", "C", "C", "C", "H", "H", "H", "H", "H"],
  "positions_angstrom": [[-0.254, -0.761, 1.023], [-1.290, -0.002, 0.803], [-2.269, 0.766, 0.450], [-1.185, 0.814, -0.645], [0.175, 0.446, -0.960], [0.942, -0.280, 0.150], [-0.112, -1.332, 1.972], [0.097, -0.137, -1.995], [0.703, 1.265, -1.352], [1.638, 0.329, 0.763], [1.555, -1.109, -0.208]]
}

=====

# 8
{
  "formula": "C5H5N2O2",
  "method": "ωB97M-V/def2-TZVPD",
  "multiplicity": 1,
  "homo_energy_ev": -14.467,
  "relative_energy_kj_mol": 32.3,
  "charge": 1,
  "elements": ["C", "C", "C", "C", "C", "N", "N", "O", "O", "H", "H", "H", "H", "H"],
  "positions_angstrom": [[0.412, -1.656, 0.121], [-0.471, 1.104, 0.122], [-1.409, 0.042, 0.111], [1.488, 0.411, 0.130], [-0.577, 2.400, 0.124], [-0.844, -1.301, 0.339], [1.462, -0.898, -0.087], [-2.582, 0.107, -0.136], [2.412, 1.181, 0.114], [0.449, -2.729, 0.260], [0.315, 2.894, 0.179], [-1.446, 2.920, -0.002], [-1.458, -2.098, 0.658], [2.320, -1.199, -0.477]]
}